{
  "formula": "C29H26BeN3OPS5Se",
  "method": "ωB97M-V/def2-TZVPD",
  "multiplicity": 1,
  "homo_lumo_gap_ev": 5.3,
  "e_lumo_ev": -1.91,
  "homo_energy_ev": -7.163,
  "species": ["Se", "S", "S", "S", "S", "S", "P", "O", "N", "N", "N", "C", "C", "C", "C", "C", "C", "C", "C", "C", "C", "C", "C", "C", "C", "C", "C", "C", "C", "C", "C", "C", "C", "C", "C", "C", "C", "C", "C", "C", "Be", "H", "H", "H", "H", "H", "H", "H", "H", "H", "H", "H", "H", "H", "H", "H", "H", "H", "H", "H", "H", "H", "H", "H", "H", "H", "H"],
  "xyz": [[-3.95730, -1.75535, -1.44310], [-1.22937, 2.08245, -3.97921], [2.66523, 1.03620, -2.42368], [-0.51209, 1.46898, -1.16024], [-0.78275, 2.65165, -6.86297], [1.40160, 1.70258, -5.07587], [-0.19401, 1.44220, 2.27280], [0.61023, -1.15892, -1.78515], [-4.19257, -2.30779, 0.21099], [-0.72549, -1.32461, 0.56460], [-2.26158, -1.33625, -1.21957], [0.47626, 5.53566, 4.29675], [0.96584, -2.54727, -1.91204], [-3.03823, -2.15609, 0.83000], [-0.00512, 1.57906, -2.82761], [1.78635, 0.03204, 0.86182], [0.67598, -3.03516, -3.31426], [-0.47250, 4.67153, 4.82063], [3.03258, 2.71309, -1.83116], [1.22606, 1.40359, -3.35482], [-2.30448, -1.13235, 5.49207], [-2.75033, -2.56065, 2.16116], [1.04042, 3.89187, 2.63680], [-1.47968, -2.38811, 2.60231], [-3.01542, -0.47716, 4.49557], [-0.91960, -1.03422, 5.53183], [-0.66064, 3.41274, 4.26427], [-1.97259, -1.57257, 0.04255], [-0.24469, -0.28530, 4.57678], [-2.34051, 0.28530, 3.54973], [3.08626, -0.49109, 0.79909], [1.23078, 5.14374, 3.19842], [1.49045, 0.75538, 2.05014], [-0.94987, 0.39378, 3.58343], [3.72948, 0.43778, 2.91768], [-0.50840, -1.75370, 1.78370], [0.10703, 3.00171, 3.17800], [4.04054, -0.30185, 1.78795], [2.45499, 0.96440, 3.04331], [-0.22692, 2.18124, -5.39611], [0.49438, -0.25746, -0.32849], [0.49169, -1.57040, 2.16028], [-2.82749, -1.71751, 6.23849], [3.31117, 3.34028, -2.67476], [0.94314, -4.08813, -3.40411], [2.15621, 3.11195, -1.32219], [3.38360, -1.04453, -0.08917], [1.24878, -2.46349, -4.04462], [-0.30118, -1.03295, -2.11966], [3.86430, 2.63410, -1.13154], [4.47087, 0.59548, 3.69180], [0.61974, 6.51523, 4.73475], [2.20799, 1.54815, 3.92308], [-2.89065, 0.80351, 2.77169], [-4.09438, -0.56563, 4.45333], [-0.38557, -2.92680, -3.54765], [1.62418, 3.58580, 1.77616], [1.96511, 5.81783, 2.77476], [-1.40155, 2.74580, 4.68804], [5.03486, -0.71730, 1.66845], [-3.52225, -2.99693, 2.78056], [-0.36780, -1.54082, 6.31479], [-1.07294, 4.98112, 5.66707], [0.83732, -0.22841, 4.60012], [-1.18561, -2.70192, 3.59362], [0.41416, -3.13742, -1.17403], [2.02732, -2.61290, -1.68230]]
}

***

{
  "formula": "C29H26FeNO3PS2Se2Te",
  "method": "ωB97M-V/def2-TZVPD",
  "multiplicity": 6,
  "total_charge": -1,
  "homo_lumo_gap_ev": [6.1, 4.8],
  "e_lumo_ev": [2.11, 0.33],
  "homo_energy_ev": [-4.035, -4.476],
  "s_squared": 8.77,
  "species": ["Te", "Se", "Se", "Fe", "S", "S", "P", "O", "O", "O", "N", "C", "C", "C", "C", "C", "C", "C", "C", "C", "C", "C", "C", "C", "C", "C", "C", "C", "C", "C", "C", "C", "C", "C", "C", "C", "C", "C", "C", "C", "H", "H", "H", "H", "H", "H", "H", "H", "H", "H", "H", "H", "H", "H", "H", "H", "H", "H", "H", "H", "H", "H", "H", "H", "H", "H"],
  "xyz": [[2.67974, -0.77210, 2.29787], [0.93607, 0.77785, 1.74403], [-3.40581, -1.78221, -0.38509], [0.39814, -0.63395, -0.66589], [2.58614, 1.49078, 4.80598], [0.37190, -0.39205, -5.24659], [-2.11138, -0.02236, -0.26320], [-0.34742, -2.48703, 0.59408], [2.86767, -3.70194, 0.53529], [1.97173, -1.86274, -0.35187], [1.84188, 0.84427, -1.73485], [0.39422, -4.61909, 1.43332], [-2.19163, 2.15162, 1.52043], [-2.59733, 1.97766, 3.88415], [-1.98426, 1.88080, -2.31418], [-2.27821, 2.74449, 2.77121], [3.65765, 2.15558, -3.36949], [3.72213, 2.30219, -1.98968], [-2.83943, 0.62001, 3.73183], [2.68607, 1.34359, -3.91442], [0.73465, -0.19965, -3.55529], [-2.43129, 0.78538, 1.35802], [0.47599, -3.61677, 0.29576], [0.07002, -4.23899, -1.03540], [-2.49348, 2.86661, -3.15434], [-4.64923, 2.62242, -2.12242], [3.35682, 0.15130, 4.06621], [4.45498, -0.24039, 4.78213], [-2.76170, 0.02817, 2.47841], [1.78365, 0.68403, -3.07182], [-0.06804, -0.93393, -2.71998], [-0.89187, -1.48404, -4.85652], [-4.14169, 1.63819, -1.29229], [-1.00882, -1.67030, -3.51222], [-3.82373, 3.23975, -3.05811], [4.67330, 0.55476, 5.93877], [2.79139, 1.62456, -1.22460], [1.90632, -3.04734, 0.15682], [-2.80129, 1.26126, -1.37691], [3.73490, 1.53218, 6.07485], [-2.08966, 3.80614, 2.87786], [0.58475, -4.11995, 2.38421], [0.14407, -3.50387, -1.83675], [3.66236, 2.27336, 6.85460], [5.08849, -1.06806, 4.49225], [-3.09278, 0.01511, 4.59439], [-4.78394, 1.13942, -0.57529], [-1.48945, -1.92032, -5.64285], [-1.93587, 2.75884, 0.65872], [2.61712, 1.19936, -4.98441], [4.36331, 2.66761, -4.01228], [1.13868, -5.40177, 1.29827], [-0.60339, -5.06333, 1.46490], [-1.77561, -2.30097, -3.07879], [5.48918, 0.40624, 6.63188], [0.72411, -5.08234, -1.26345], [-5.69203, 2.90717, -2.04848], [-2.96184, -1.02847, 2.34897], [4.46906, 2.92230, -1.51447], [-1.84542, 3.33406, -3.88577], [-0.94663, 1.58325, -2.40165], [-0.96060, -4.59766, -0.97924], [-2.65801, 2.43660, 4.86347], [-4.22260, 4.00619, -3.71186], [2.80037, 1.71026, -0.14435], [-1.29243, -2.65170, 0.35613]]
}

***

{
  "formula": "C29H26N8OS2Ti",
  "method": "ωB97M-V/def2-TZVPD",
  "multiplicity": 1,
  "homo_lumo_gap_ev": 6.1,
  "e_lumo_ev": -0.63,
  "homo_energy_ev": -6.689,
  "species": ["Ti", "S", "S", "O", "N", "N", "N", "N", "N", "N", "N", "N", "C", "C", "C", "C", "C", "C", "C", "C", "C", "C", "C", "C", "C", "C", "C", "C", "C", "C", "C", "C", "C", "C", "C", "C", "C", "C", "C", "C", "C", "H", "H", "H", "H", "H", "H", "H", "H", "H", "H", "H", "H", "H", "H", "H", "H", "H", "H", "H", "H", "H", "H", "H", "H", "H", "H"],
  "xyz": [[0.41513, 0.65008, 0.73544], [1.62469, -2.17749, -2.15037], [-1.97572, -0.05342, 0.79313], [0.87006, -1.14023, 1.19395], [0.07680, -3.34049, -0.36879], [0.13742, 1.70532, -1.31128], [-0.10461, 1.13639, 2.48488], [-3.08334, -0.60829, 3.18874], [-1.17688, 3.09959, 0.49663], [-1.02648, 0.42038, 3.26549], [0.81550, -4.72576, -2.10194], [2.38864, 0.81245, -0.30752], [-3.23326, 3.73761, 1.51368], [3.46643, 0.65865, -2.42591], [0.78277, 1.35602, -3.57489], [-3.20314, 3.04859, -0.77028], [0.12312, -7.01825, -2.27102], [4.64412, 0.27627, -1.80668], [2.61005, -2.82479, 3.92448], [1.04061, 1.32002, -2.21386], [1.89558, -2.66466, 2.74290], [-0.68087, -4.30599, 0.18830], [2.35111, 0.89955, -1.64383], [1.51678, -1.38647, 2.35411], [-1.43614, -3.93672, 1.41951], [-1.83789, 2.85452, -0.63116], [3.52362, 0.44220, 0.28491], [0.08996, -5.68933, -1.57721], [-0.71020, -5.52474, -0.42743], [1.80953, -0.27542, 3.15109], [-1.97101, -0.07375, 2.55521], [4.67502, 0.16013, -0.42878], [-0.42050, 1.89495, -3.99591], [-1.30262, 2.40931, -3.06131], [2.53637, -0.45438, 4.31894], [-0.99374, 2.29452, -1.71407], [1.27048, 1.00956, 2.63441], [-1.86315, 3.51840, 1.54962], [-3.91127, 3.50183, 0.33066], [2.94081, -1.72721, 4.70805], [0.80481, -3.50005, -1.52241], [1.82432, 1.91622, 2.88021], [-1.96031, -4.80077, 1.82125], [-0.80909, -7.16524, -2.82110], [-3.75262, 4.06606, 2.40317], [0.21232, -7.83378, -1.55269], [1.68118, -3.51724, 2.10769], [2.77000, 0.40741, 4.93393], [1.49634, 0.96789, -4.28505], [-2.14620, -3.14209, 1.18081], [0.22501, -2.46262, 0.15666], [2.92061, -3.81777, 4.22519], [3.50460, -1.86346, 5.62177], [-1.30406, -6.33590, -0.03315], [-2.93604, -0.77307, 4.17375], [-3.51912, -1.37339, 2.70105], [3.49366, 0.36020, 1.36287], [-2.21303, 2.90343, -3.36811], [3.41840, 0.74821, -3.50052], [5.56999, -0.14427, 0.09435], [-3.71061, 2.80186, -1.69256], [-0.65668, 1.94114, -5.05076], [-0.76347, -3.53523, 2.17905], [-4.98238, 3.64293, 0.27062], [5.52455, 0.06495, -2.39871], [-1.29692, 3.64664, 2.46403], [0.95100, -7.04687, -2.97398]]
}

***

{
  "formula": "C29H27BNO6",
  "method": "ωB97M-V/def2-TZVPD",
  "multiplicity": 1,
  "total_charge": 1,
  "homo_lumo_gap_ev": 5.1,
  "e_lumo_ev": -6.23,
  "homo_energy_ev": -11.311,
  "species": ["O", "O", "O", "O", "O", "O", "N", "C", "C", "C", "C", "C", "C", "C", "C", "C", "C", "C", "C", "C", "C", "C", "C", "C", "C", "C", "C", "C", "C", "C", "C", "C", "C", "C", "C", "C", "B", "H", "H", "H", "H", "H", "H", "H", "H", "H", "H", "H", "H", "H", "H", "H", "H", "H", "H", "H", "H", "H", "H", "H", "H", "H", "H", "H"],
  "xyz": [[2.43940, 1.65968, 4.85632], [-1.62408, -0.35560, 3.96494], [1.06935, -0.17192, 5.05249], [1.09562, -2.58333, 4.89800], [1.72811, -0.34094, -3.53371], [2.94636, -3.78422, 5.41400], [2.01657, -1.28590, 3.08409], [-0.06787, 4.93282, 3.20160], [0.36274, 0.63719, 0.28779], [1.79153, -1.96268, 1.79606], [2.81510, 1.76477, -4.20895], [0.17905, 3.43153, 1.30969], [-0.63543, -1.15084, 3.37605], [4.26569, 1.66520, -6.15700], [-2.82208, -0.60828, 3.33451], [-0.49020, 2.57132, 3.46366], [3.62232, 2.40264, -5.15908], [1.30841, 0.07412, -2.28018], [2.07592, 0.16580, 2.98322], [2.43431, -2.87244, 4.80256], [3.29893, -0.37298, -5.28239], [4.10953, 0.27446, -6.21014], [-0.06456, 0.89361, 1.69335], [2.12008, 0.79701, -1.39746], [-3.96624, 0.20576, 3.68222], [-0.43931, 3.84968, 4.00502], [-1.28369, -2.03042, 2.51176], [3.14181, -1.93865, 3.84071], [1.63627, 1.06548, -0.11792], [0.26261, 4.71479, 1.86041], [-2.64914, -1.63126, 2.42334], [0.05234, -0.40452, -1.87677], [1.92135, 0.67122, 4.38174], [2.65614, 0.37662, -4.28708], [-0.41331, -0.13193, -0.59998], [-0.13842, 2.32938, 2.12587], [0.81332, -1.33843, 4.18667], [3.12865, -1.44799, -5.31452], [2.93088, 0.54708, 2.41661], [2.62153, -1.73413, 1.11574], [-0.80213, 1.73937, 4.09006], [-3.41560, -2.07868, 1.79530], [-3.69467, 0.97432, 4.41442], [0.57347, 5.54719, 1.22474], [-0.83656, -2.86219, 1.97116], [0.87506, -1.58483, 1.33414], [-4.36492, 0.69001, 2.77800], [1.72564, -3.04705, 1.94409], [-4.76773, -0.43282, 4.07390], [-0.54103, -0.98129, -2.58363], [4.89412, 2.17051, -6.89240], [3.10161, 1.16231, -1.69895], [-0.69198, 3.98824, 5.05476], [-0.04935, 5.93832, 3.62347], [-1.00122, 0.38740, 1.91191], [-1.39023, -0.50448, -0.28031], [3.74827, -1.19136, 4.37668], [2.31000, 2.33774, -3.43145], [3.73702, 3.48531, -5.11086], [3.80250, -2.49779, 3.16486], [1.00208, 0.42419, 2.40416], [2.26337, 1.62665, 0.57747], [0.36794, 3.29124, 0.24288], [4.60566, -0.31339, -6.98379]]
}

***

Values of F_max, in order: 0.015 0.008 0.013 0.119, all in hartree/bohr.
Values of electronic energy, in order: -6108.72527 -8873.63001 -3279.96223 -1652.08678, all in hartree.